# 1
This record from the Open Molecules 2025 dataset describes C4H32BO24 as an isolated structure in a non-equilibrium geometry. The level of theory is wB97M-V/def2-TZVPD.

Summary:
E_LUMO: 1.49 eV
total charge: -1
ΔE to the lowest compared entry with this formula, charge and spin: 480.0 kJ/mol
gap between HOMO and LUMO: 0.3207 Ha

The geometry in XYZ format:
```
61
Properties=species:S:1:pos:R:3:forces:R:3
O 1.7980 0.8227 -2.9117 -0.423 -1.201 -1.613
H -2.5512 -3.7781 -0.4479 -0.347 -0.117 -0.948
H -1.7591 -1.0505 -1.7452 0.004 0.540 -0.039
C -1.6445 -0.7102 1.3576 -4.228 -2.251 -1.156
H -4.6671 -0.2167 -0.1839 -0.173 0.295 1.206
C 2.2506 0.5725 0.5046 2.222 5.696 -7.416
H -3.1253 -1.6309 -1.6009 -1.530 0.841 0.579
O -0.1542 2.6025 -1.0872 1.700 -1.083 0.996
H 4.8742 2.8457 1.4483 1.912 -1.048 3.602
H 4.8408 -1.3912 -0.4000 -1.007 0.022 0.868
O 0.9880 0.7551 0.6094 -2.066 0.406 1.061
O 2.8532 3.3339 -1.9476 1.339 -2.752 -1.076
H -5.9635 -0.5601 1.7883 0.422 0.273 0.159
H 2.2914 1.4391 -2.3903 -0.085 0.666 0.705
H 4.7692 2.4020 0.0203 0.015 -0.105 0.227
O 3.1639 -1.7418 -2.5262 0.155 -0.714 0.283
O 2.9458 -3.8108 -0.2117 0.200 -2.442 -1.419
H 2.0869 -3.7504 0.1695 -0.772 -0.381 0.481
C -1.4837 0.1458 2.4249 -2.812 7.056 4.405
O 4.4787 3.0534 0.6714 -1.718 1.213 -3.702
H 0.5714 -3.0534 0.4049 -0.009 0.131 -0.006
O 2.8484 1.1357 -0.4429 -0.470 -1.360 3.472
H -5.0123 -0.8849 -1.4182 -1.530 -1.443 -1.216
C 2.6644 -0.5762 1.1623 5.602 -6.121 -2.474
H 0.6391 2.6146 -0.4779 -1.377 0.320 -1.257
H 2.4860 -1.8864 -1.8328 0.704 0.002 -0.613
H -3.7012 3.5871 2.1794 -0.737 -0.599 -0.563
H 0.2025 -1.3673 -0.9137 -0.802 0.293 0.074
H -1.9816 -2.9142 0.5904 -0.666 -0.814 0.120
H 2.5882 4.1237 -1.6075 -1.412 3.894 0.855
O -2.8771 2.1559 -0.4748 -0.033 -0.520 0.444
O -2.6742 -1.1444 0.9967 -3.399 -0.742 -0.611
O 5.5350 -1.2335 -1.0057 1.640 0.189 -1.990
O -4.4432 -0.2249 -1.1122 1.314 0.999 -0.249
O -2.2455 -1.8676 -1.8036 1.772 -1.318 -0.775
O 0.8151 -1.9665 -1.3184 0.182 -0.417 -0.342
O -0.5761 -1.0285 0.8286 5.295 -1.140 -2.072
H -1.2099 3.9251 2.2269 -1.437 1.130 0.809
H 3.1233 2.9239 -1.1240 0.217 -0.698 0.113
H -0.7782 2.9238 1.2606 -0.014 -0.700 -0.890
H 2.9098 -0.9119 -2.9217 -0.303 0.744 -0.196
H -3.3048 1.2994 -0.6376 0.112 0.363 -0.439
H -0.3568 -4.1895 0.2765 -1.017 -0.605 -0.181
H 5.1035 -1.3660 -1.8754 0.109 0.016 0.747
H -3.7407 2.1828 2.6193 0.316 -0.728 0.324
O 0.4427 -3.9523 0.7258 0.530 0.374 0.664
O -4.1077 2.7269 1.9224 0.360 1.652 0.611
O -2.4002 0.8905 2.8663 2.065 -2.647 -0.399
H 1.0829 0.4287 -2.4043 0.248 0.484 0.264
O -5.5182 0.1709 1.3418 -1.523 -0.846 -1.183
O 1.7111 -1.0364 1.8115 -4.281 -1.469 3.174
O -2.3543 -3.8177 0.4782 0.649 0.472 0.527
O 3.5753 -1.3310 0.7109 -1.876 3.047 2.638
H -4.9138 0.5870 1.9197 1.005 0.460 1.169
H 0.3583 -2.4640 -2.0142 0.034 0.231 0.275
H -3.0420 2.2672 0.4768 -0.238 0.218 -0.314
B 0.4507 -0.2644 1.4831 1.990 0.413 1.384
H -0.5782 3.4465 -1.0810 -0.262 0.810 0.131
O -0.4469 3.4645 1.9676 1.491 -0.426 -0.087
H 3.4016 -3.0472 0.0181 1.246 1.939 0.700
O -0.2390 0.3422 2.6561 1.696 -0.501 0.162
```
Forces are in eV/Å.

=====

# 2
This record from the Open Molecules 2025 dataset describes a 11-piece molecular cluster, C4H32NO11 overall in a non-equilibrium geometry. The level of theory is wB97M-V/def2-TZVPD.

Summary:
E_LUMO: -2.74 eV
total charge: +1
ΔE to the lowest compared entry with this formula, charge and spin: 436.4 kJ/mol
gap between HOMO and LUMO: 0.3971 Ha

The geometry in XYZ format:
```
48
Properties=species:S:1:pos:R:3:forces:R:3
C -2.8406 -0.6743 -2.0184 1.539 1.093 -0.844
H -1.5934 -2.8966 -0.8350 0.336 1.354 -1.858
H -1.5087 -4.2769 1.4417 0.503 1.682 -0.394
C -3.8013 0.4632 -1.6567 -0.846 2.743 -0.503
H -2.5635 -1.3016 0.6109 1.353 0.927 -0.378
H -3.4715 1.4374 -1.0831 0.199 -2.234 -0.745
H -0.6164 1.4318 1.8258 0.608 -0.446 1.056
O 3.6433 2.1794 -0.8571 -1.742 -2.173 -0.876
H -2.2854 -0.5116 -3.0530 -1.562 0.009 1.804
O 2.9746 0.8396 3.0330 -0.539 -0.214 0.495
H 3.5754 1.1315 2.3631 0.753 0.280 -0.363
H -4.7763 0.2151 -1.1421 1.144 -0.238 -0.755
C -1.0122 -2.1193 -1.4901 -0.102 -0.955 8.625
H -3.4317 -1.6160 -2.1919 0.923 0.576 0.751
H 0.8210 -1.5520 -1.0376 -0.226 -0.501 0.042
H -0.7646 -0.0229 -1.3810 -0.780 0.125 0.032
H 4.1569 2.9229 -0.6635 1.378 1.445 1.138
H -0.8718 -1.0458 0.8297 -1.479 0.595 -1.191
N -1.7435 -0.6902 0.3085 -0.661 -1.935 2.464
H 4.1640 -1.8722 0.1833 -0.138 0.871 -0.132
H -1.8208 0.2795 0.6863 -0.151 0.308 -0.439
O 4.1368 -0.9831 -0.2354 0.161 -1.081 -0.084
C -1.5475 -0.7592 -1.1178 -0.850 -0.987 -3.395
H -4.0236 0.9259 -2.6546 -0.565 -0.365 0.914
O -1.4501 -3.3409 1.0989 -0.019 -1.064 1.064
O 1.6628 0.4556 -1.2880 -0.185 -1.982 0.630
O 0.7658 0.0892 1.5519 0.533 -1.894 0.273
H 2.2321 -0.3063 -1.1146 0.414 -0.272 0.166
O 1.0059 2.7381 -0.7246 -1.056 -0.552 0.634
H 4.7908 -1.0863 -0.9478 -0.217 0.302 0.208
H 2.2141 0.5110 2.5286 0.194 0.473 0.113
H 0.5053 3.5320 -0.9524 1.495 0.197 -0.109
H 1.1784 -0.0355 0.6855 -0.133 0.635 -0.247
O 0.2208 -2.2332 -0.6818 0.892 0.445 -0.931
H 2.0659 -1.1517 4.0014 0.495 0.650 1.639
H 3.4576 1.5552 -0.1313 0.825 0.732 -0.122
H 1.0379 -0.7545 2.0128 -0.224 0.660 0.073
H -0.8845 -2.5371 -2.3759 0.443 -0.740 -4.519
H 1.9033 -2.6742 3.5145 0.106 1.399 0.236
H 2.1924 0.8698 -1.9523 0.256 1.035 -0.897
O -1.2250 1.7273 1.1670 -2.415 -0.175 1.115
H 1.9980 2.6322 -0.7509 -1.185 1.361 -0.442
H -2.8193 3.7193 -0.9890 -0.700 0.054 1.414
O 1.9437 -1.7200 3.2719 -0.668 -2.273 -1.934
H -0.6403 2.1496 0.5933 1.741 1.349 -2.163
O -3.4371 3.6807 -0.2149 -0.515 0.070 -2.761
H -2.9560 3.6279 0.5804 1.239 -0.118 1.340
H -0.5618 -2.9525 1.2520 -0.572 -1.172 -0.143
```
Forces are in eV/Å.

=====

# 3
This record from the Open Molecules 2025 dataset describes a 13-piece molecular cluster, C4H32NO15 overall in a non-equilibrium geometry. The level of theory is wB97M-V/def2-TZVPD.

Summary:
E_LUMO: 2.08 eV
total charge: -1
ΔE to the lowest compared entry with this formula, charge and spin: 778.4 kJ/mol
gap between HOMO and LUMO: 0.2813 Ha

The geometry in XYZ format:
```
52
Properties=species:S:1:pos:R:3:forces:R:3
H -0.0783 2.7623 -2.8823 -0.436 -3.201 -0.294
H -2.5248 -2.9318 2.5083 1.398 0.712 -0.263
H 0.3710 1.0181 -2.0651 0.529 -0.670 0.051
H 0.0691 -2.9965 -1.7875 -0.357 2.979 -1.005
H -3.9449 0.4621 2.1843 0.193 -1.766 0.583
O -3.4174 1.5237 -0.0111 -2.306 -1.616 0.212
H -1.6088 -1.6707 2.5424 -0.619 0.737 -0.084
C -0.0835 -1.7732 -1.9021 -0.114 -0.102 -0.430
H 1.6641 0.9012 -0.6421 -2.302 -0.552 -0.678
O -3.3112 -1.1419 -1.8028 -0.557 -0.316 0.003
H 2.6100 0.1544 -1.6522 1.987 -0.108 1.215
H 1.8742 -3.2311 0.4831 0.083 -0.148 0.394
H -1.6314 1.0036 2.2465 0.299 -2.695 -1.195
O -0.1107 3.6720 -2.9420 1.488 3.485 0.672
C -0.2599 0.0719 1.2476 0.512 4.261 -0.824
H -1.5151 0.1441 -0.6036 0.748 0.619 0.448
O 1.6161 0.2505 -4.1349 -1.888 0.786 0.008
H 3.3048 -1.4215 2.4893 0.726 0.751 -1.591
O -0.3398 -1.0773 -2.9512 0.544 -3.120 3.847
H 1.3122 -3.0854 3.0152 0.146 -1.263 0.634
C 0.5612 1.1843 -0.9981 1.091 -0.824 0.257
O 3.5492 -0.1034 -1.3797 -0.864 -0.495 -1.138
H 0.5794 3.7859 -2.2087 -1.485 0.183 -1.165
H 1.8222 2.9065 0.3686 -0.597 0.768 -0.161
H 3.7808 -0.7320 1.0734 -0.590 -0.584 0.630
H 0.3982 -0.6671 1.6583 0.073 -0.497 -0.463
O -3.8494 -0.5263 2.3623 -2.005 0.960 -3.394
H 1.7147 2.8921 1.8812 0.365 1.237 -1.007
H -4.0711 -0.8143 1.3781 0.857 0.653 2.969
H 0.8664 -0.0268 -3.5483 0.291 0.304 -1.070
H -1.6615 3.3980 1.1824 -0.596 1.328 0.172
N 0.0625 -1.2297 -0.6317 -0.488 -2.329 -0.699
O 2.0662 -3.6710 -0.3514 -0.624 -1.213 1.043
H 3.7876 0.1925 -0.4952 -0.627 0.520 -0.399
O 0.5592 2.5206 -0.8129 -0.766 0.519 1.175
O 1.9685 3.5060 1.1367 0.300 -1.482 1.496
H -2.7463 1.6592 0.6321 1.575 0.769 0.152
H -0.4600 2.9527 0.0331 0.033 -1.114 0.821
H -3.8881 -1.7259 -1.2883 0.370 0.226 -0.143
H -3.3458 2.1297 -0.7261 0.549 0.826 -0.576
H 0.0972 -1.8830 0.2390 -0.095 1.073 -2.804
H 0.7632 -1.9049 2.4875 -3.621 2.134 -0.195
O -1.5144 0.0414 1.8562 0.074 2.931 2.194
O 1.5587 -2.3210 2.5212 3.455 -1.543 -0.117
C -0.4504 0.0920 -0.2901 2.116 0.481 0.577
O 4.0489 -1.0316 1.9515 -0.089 -0.282 0.994
H 2.2992 -0.2272 -3.7311 2.042 -1.012 0.527
H 0.3007 1.0694 1.4779 -1.051 -1.642 -0.143
O -1.0872 2.7072 0.9172 0.333 -0.478 -0.205
H 2.3306 -2.9525 -0.8812 0.743 1.372 -1.293
O -1.6127 -2.6002 2.2998 -0.794 -1.462 0.275
H -2.4236 -1.2551 -1.4535 -0.051 -0.099 -0.009
```
Forces are in eV/Å.

=====

# 4
This record from the Open Molecules 2025 dataset describes a 11-piece molecular cluster, C4H33N2O10S overall in a non-equilibrium geometry. The level of theory is wB97M-V/def2-TZVPD.

Summary:
E_LUMO: -2.65 eV
total charge: +1
ΔE to the lowest compared entry with this formula, charge and spin: 334.9 kJ/mol
gap between HOMO and LUMO: 0.3533 Ha

The geometry in XYZ format:
```
50
Properties=species:S:1:pos:R:3:forces:R:3
C -0.4106 1.7393 0.7554 -2.510 -2.911 -1.647
O 0.4088 -3.4574 -1.4709 1.181 1.586 -2.541
H -0.7518 0.9622 -3.6464 -0.464 -1.560 -0.045
H 1.0785 2.8071 -2.7140 -0.891 0.689 -0.734
H -2.4138 2.7248 0.1879 -0.649 0.285 1.642
H 2.5751 2.7179 -2.5848 -0.457 -0.277 0.462
H 3.5331 0.0740 1.6070 -0.435 -0.690 -0.021
H -0.6341 -1.7222 3.8201 0.615 0.488 0.319
O 1.2690 -2.5385 0.6342 0.750 1.113 0.457
H -1.4001 -0.3415 -4.2562 0.444 0.217 0.473
H -1.5419 -0.2620 3.8894 0.048 -0.065 -0.750
O 3.0404 -0.8595 -0.8142 2.403 -0.552 0.577
H 1.3085 0.6251 -0.1915 -0.733 -0.122 0.828
H 0.8200 -1.6802 0.7543 0.004 -0.896 0.642
H -3.0078 -0.0004 -2.8643 -0.583 0.038 0.744
O -1.8786 -3.1035 -2.8929 0.882 -0.521 -1.507
H 0.7316 -3.1999 1.0735 -0.232 0.049 -0.109
H -2.2422 -4.1959 0.1865 0.360 1.802 0.000
H -2.9857 -1.1608 -1.9614 -0.581 0.145 0.149
H -1.8397 0.0260 1.1496 -0.040 1.047 -0.536
H -1.7070 -3.4018 1.3430 -0.009 0.325 0.199
H -1.5615 4.9852 -0.5740 -0.631 0.044 0.090
H 0.4255 -2.4763 -1.4556 -0.676 -0.454 1.378
N -0.1517 -0.4381 2.2262 -1.605 2.009 -1.695
H 1.0545 -3.3815 -2.2193 -0.313 -1.615 0.382
H 3.9769 -0.6133 -0.5334 -1.815 0.244 -0.941
N 0.2729 0.8152 -0.3044 2.459 0.490 0.452
H 1.8980 2.6566 3.7623 0.066 0.163 0.384
O -1.9751 -3.2572 0.4301 -0.390 -1.978 -0.175
O -3.4851 -0.3269 -2.0720 1.061 -0.255 -0.607
H 3.0688 -1.7521 -0.4263 -0.914 -0.085 -0.255
H 3.4706 1.4776 1.3175 -0.357 1.042 -0.005
O 1.7431 2.5304 -2.1074 1.300 -0.400 0.214
O 1.7867 3.0038 2.8792 -0.128 0.272 -0.671
H -1.4117 -3.5239 -3.6647 -1.197 0.577 0.704
C -1.0927 0.6986 1.6063 0.676 -2.532 2.337
H 0.0850 -0.0646 4.2696 0.549 -0.433 0.535
O -0.9819 0.0131 -3.4464 0.291 1.393 -0.597
H 0.8100 -0.1536 2.1498 0.376 0.388 0.422
H -1.1377 -3.1860 -2.2748 -0.163 -0.129 0.629
S -0.5570 4.1277 -0.5987 0.133 -1.085 0.107
H 0.3499 1.2098 -1.2398 -0.601 0.212 -0.185
C -0.5469 -0.6419 3.6102 -0.529 -0.619 0.482
H -1.6600 1.9315 -0.9852 0.452 0.136 0.171
H 0.1615 2.3873 1.3408 1.868 0.539 0.483
C -1.4110 2.5071 -0.0742 0.587 1.222 -2.449
H -1.5375 1.1156 2.5045 -0.238 0.658 -0.364
H 1.7804 3.9712 2.9273 0.036 -0.350 0.272
H -0.2301 -0.0777 -0.2998 0.042 0.281 -0.310
O 2.9041 0.7097 1.2479 0.557 0.072 0.613
```
Forces are in eV/Å.